The following is a DFT calculation (ωB97M-V with the def2-TZVPD basis set) of a structure of composition C27H34GeIrN2SSe in a non-equilibrium geometry.

Structure (XYZ):
```
67
Properties=species:S:1:pos:R:3:forces:R:3
Ir 0.1435 -0.1843 0.1387 1.93 -0.69 -0.12
S 1.1690 -2.8674 3.8361 -0.11 0.56 -0.44
C -0.0928 -1.8239 4.4264 0.00 0.31 -0.48
C -0.7276 -1.8576 5.6574 -0.03 0.03 0.10
C -1.6922 -0.9051 5.9203 0.02 -0.07 -0.02
C -2.0158 0.0671 4.9709 -0.04 -0.03 0.03
C -1.3911 0.1055 3.7431 0.15 -0.15 -0.22
C -0.4159 -0.8527 3.4542 -0.70 -0.05 1.16
N 0.3042 -0.9784 2.2993 0.24 -0.31 -2.60
C 1.1767 -1.9731 2.3507 -0.42 -0.07 0.61
C 2.0238 -2.2807 1.2325 0.22 0.24 -0.83
C 2.9564 -3.3237 1.2636 -0.25 0.47 0.01
C 3.7741 -3.5409 0.1749 0.11 -0.02 -0.35
C 3.6591 -2.7424 -0.9604 0.08 -0.20 0.54
C 2.7124 -1.7302 -1.0088 -0.51 0.76 -0.12
C 1.8873 -1.4673 0.0769 -1.84 -0.09 0.22
H -0.4589 -2.6027 6.3884 0.00 -0.07 0.15
H -2.1984 -0.9084 6.8734 -0.02 0.01 0.07
H -2.7657 0.8039 5.2106 -0.06 0.10 0.01
H -1.6328 0.8682 3.0171 -0.02 0.12 -0.07
H 3.0314 -3.9518 2.1397 0.10 -0.04 0.09
H 4.5033 -4.3356 0.1986 0.05 -0.08 0.01
H 4.3082 -2.9162 -1.8052 0.01 0.02 -0.08
H 2.6327 -1.1307 -1.9048 -0.08 0.02 -0.09
C 0.6197 5.9680 -1.6542 0.62 -0.14 -0.18
Ge 2.2948 5.0884 -2.2572 -0.37 -1.10 0.06
C 3.0002 5.8835 -3.9251 -0.16 -0.15 0.56
C 3.6313 4.8254 -0.8150 -0.38 0.34 -0.48
C 1.8724 3.1015 -2.8628 0.89 1.39 -0.27
Se 0.7898 1.9682 -1.7701 -1.12 -0.42 1.64
C -0.9431 2.5167 -2.4415 -0.06 0.06 -0.20
H 0.8684 6.9908 -1.3793 0.00 0.10 0.05
H 0.1794 5.4907 -0.7830 0.02 -0.14 0.06
H -0.1142 6.0191 -2.4540 -0.03 -0.06 -0.11
H 3.2605 6.9223 -3.7372 0.03 0.10 0.03
H 2.2562 5.8627 -4.7165 -0.11 -0.05 -0.02
H 3.8930 5.3667 -4.2643 0.07 -0.09 0.00
H 3.8723 5.7883 -0.3721 0.06 0.07 0.09
H 4.5464 4.4020 -1.2207 0.05 -0.04 -0.08
H 3.2586 4.1722 -0.0299 -0.14 -0.05 0.01
H 2.8506 2.6354 -2.9598 0.00 -0.10 -0.16
H 1.3917 3.1682 -3.8367 0.04 -0.35 -0.12
H -1.0515 3.5889 -2.2887 0.02 -0.06 0.07
H -1.7241 1.9764 -1.9119 0.05 0.03 0.03
H -1.0050 2.2914 -3.5052 0.00 -0.04 0.04
C -1.5781 -3.7481 0.6372 0.63 -0.66 -0.15
N -2.6818 -3.0246 1.1743 0.57 0.11 0.49
C -3.3748 -3.5338 2.3089 -0.79 -0.36 0.32
C -2.8811 -1.6824 0.7384 -0.24 0.99 -0.75
C -2.5692 -1.5437 -0.7356 0.44 0.43 0.47
C -3.4445 -2.0956 -1.6615 0.09 0.13 -0.15
C -3.1299 -2.0867 -3.0095 -0.04 -0.07 0.01
C -1.9315 -1.5321 -3.4305 -0.21 0.08 0.13
C -1.0759 -0.9528 -2.5103 0.57 0.23 0.06
C -1.3771 -0.9271 -1.1424 1.29 -0.48 0.76
H -1.3962 -4.6467 1.2205 -0.04 0.02 0.05
H -0.6744 -3.1195 0.6118 -0.25 0.03 -0.02
H -1.7790 -4.0384 -0.3999 -0.06 0.09 0.02
H -3.5421 -4.6050 2.1883 0.10 -0.02 0.01
H -4.3359 -3.0360 2.4229 0.06 0.07 -0.01
H -2.8010 -3.3874 3.2341 0.20 0.10 -0.12
H -2.1914 -0.9969 1.2804 -0.29 -0.52 0.17
H -3.9074 -1.3799 0.9587 0.08 -0.05 0.14
H -4.3650 -2.5481 -1.3233 -0.16 -0.03 0.03
H -3.8044 -2.5265 -3.7263 -0.09 -0.06 -0.07
H -1.6610 -1.5492 -4.4749 0.02 0.02 -0.09
H -0.1368 -0.5378 -2.8693 -0.19 -0.10 0.12
```
Forces are in eV/Å.

gap between HOMO and LUMO (alpha / beta): 5.716 / 4.490 eV
multiplicity: 2
LUMO energy (alpha / beta): -0.27125 / -0.31633 Eh
charge: +2
highest occupied orbital energy (alpha / beta): -13.1 / -13.1 eV
calculated total energy: -167049.15206 eV
energy relative to the best compared isomer or geometry (same formula, charge and spin): 57.6 kcal/mol
strongest force on any atom: 2.63 eV/A